# 1
This record from the OMol25 dataset describes C46H56BrFGaNO2PSi as an isolated structure. The level of theory is ωB97M-V/def2-TZVPD.

Last column: Mulliken charge in e.
Positions of all 110 atoms, in Å:
Ga -0.73 0.10 0.00  4.389
C 2.51 -1.38 3.95  -1.191
C 3.82 -0.66 3.77  1.103
C 4.89 -0.96 4.60  -0.688
C 6.13 -0.34 4.45  -0.767
C 6.29 0.61 3.45  -0.826
C 5.22 0.93 2.62  -1.267
C 3.98 0.32 2.77  0.666
P 2.54 0.69 1.68  0.790
C 3.33 1.69 0.35  0.436
C 3.77 0.85 -0.68  -1.115
C 4.35 1.35 -1.84  -0.731
C 4.49 2.72 -1.98  -0.789
C 4.06 3.56 -0.97  -0.873
C 3.48 3.08 0.20  1.401
C 3.07 4.09 1.24  -1.023
C 1.53 1.76 2.77  0.944
C 1.87 2.07 4.08  -0.318
C 0.97 2.71 4.92  -0.703
C -0.29 3.05 4.44  -0.898
C -0.62 2.77 3.12  -0.209
C 0.28 2.13 2.25  -0.841
C -0.08 1.93 0.84  0.257
H 2.61 -2.19 4.66  0.452
H 2.16 -1.79 3.00  0.032
H 1.73 -0.70 4.31  0.254
H 4.76 -1.71 5.37  0.391
H 6.95 -0.59 5.11  0.350
H 7.25 1.10 3.31  0.448
H 5.36 1.67 1.84  0.346
H 3.61 -0.22 -0.59  0.340
H 4.65 0.66 -2.62  0.445
H 4.93 3.13 -2.89  0.385
H 4.18 4.63 -1.09  0.341
H 3.39 5.09 0.93  0.514
H 3.52 3.87 2.21  0.178
H 1.99 4.11 1.38  0.092
H 2.84 1.79 4.46  0.441
H 1.25 2.94 5.95  0.424
H -1.00 3.55 5.08  0.373
H -1.59 3.06 2.74  0.474
H 0.77 2.13 0.17  -1.028
H -0.89 2.59 0.58  0.287
Br -3.45 -3.50 -0.50  -0.112
C -1.60 -3.83 -0.70  0.044
C -1.17 -5.13 -0.90  -0.819
C 0.18 -5.33 -1.13  -0.657
C 1.03 -4.24 -1.15  -0.673
C 0.50 -2.98 -0.93  0.278
N -0.80 -2.78 -0.70  0.335
C 1.44 -1.77 -0.97  -0.387
O 2.59 -2.00 -1.31  -0.810
O 0.99 -0.62 -0.65  0.141
H -1.88 -5.95 -0.88  0.508
H 0.56 -6.33 -1.30  0.406
H 2.09 -4.32 -1.34  0.576
C 0.37 0.16 -4.02  -2.148
C -0.13 1.47 -3.40  3.291
C 1.04 2.04 -2.58  -1.418
C -0.41 2.45 -4.55  -1.861
Si -1.68 1.12 -2.23  -4.589
C -2.97 -0.03 -3.18  2.970
C -4.27 -0.09 -2.37  -2.056
C -2.43 -1.47 -3.26  -1.502
C -3.33 0.35 -4.62  -1.825
C -2.59 2.85 -1.86  3.074
C -3.53 3.31 -2.98  -2.008
C -1.63 4.04 -1.65  -1.919
C -3.43 2.69 -0.58  -1.560
H 1.35 0.34 -4.49  0.538
H -0.29 -0.21 -4.80  0.395
H 0.50 -0.63 -3.28  0.316
H 1.87 2.27 -3.26  0.952
H 1.40 1.32 -1.85  -0.624
H 0.77 2.96 -2.07  0.093
H 0.49 2.52 -5.17  0.547
H -0.63 3.45 -4.19  0.314
H -1.23 2.14 -5.19  0.321
H -4.08 -0.30 -1.31  0.191
H -4.92 -0.89 -2.75  0.543
H -4.84 0.84 -2.43  0.345
H -1.89 -1.74 -2.36  -0.326
H -1.75 -1.60 -4.10  0.210
H -3.26 -2.18 -3.40  0.653
H -3.83 1.32 -4.70  0.288
H -4.01 -0.40 -5.04  0.523
H -2.45 0.37 -5.26  0.317
H -3.03 3.38 -3.94  0.308
H -3.91 4.32 -2.74  0.548
H -4.40 2.67 -3.09  0.374
H -1.12 4.31 -2.57  0.312
H -0.88 3.87 -0.90  0.178
H -2.22 4.91 -1.34  0.668
H -4.30 2.05 -0.74  0.310
H -3.80 3.66 -0.24  0.464
H -2.86 2.25 0.24  0.227
F -4.33 -4.49 4.23  -0.380
C -3.46 -3.62 3.64  0.480
C -3.73 -2.27 3.68  -0.821
C -2.83 -1.40 3.08  -0.167
C -1.68 -1.85 2.43  0.013
C -0.72 -0.89 1.82  -0.368
C -1.45 -3.22 2.44  -0.089
C -2.32 -4.12 3.04  -0.885
H -4.62 -1.92 4.18  0.431
H -3.03 -0.33 3.11  0.442
H 0.26 -1.36 1.70  -0.667
H -0.61 -0.02 2.46  0.664
H -0.54 -3.60 1.99  0.379
H -2.13 -5.18 3.05  0.414

Values from the calculation:
- ΔE to the lowest compared entry with this formula, charge and spin: 2.6 kcal per mole
- HOMO: -4.596 eV
- Charge: -1
- LUMO level: 0.08956 hartree
- Molecular weight: 882.64 Da
- Max |F|: 0.64 eV Å⁻¹

# 2
This record from the OMol25 dataset describes C22H26N2O2SSe3Si2TeZr as an isolated structure at a distorted geometry. The level of theory is ωB97M-V/def2-TZVPD.

Last column: natural (NBO) charge in e.
Positions of all 60 atoms, in Å:
Zr -0.39 -0.26 -0.66  1.213
Se 0.39 1.18 -2.77  0.111
Se 0.63 3.41 -3.26  -0.639
Te -3.50 1.31 -4.33  -0.501
Se -1.91 0.81 -2.45  -0.180
C -2.70 2.74 0.76  -1.097
Si -1.00 1.89 0.93  0.835
C 0.21 3.30 0.56  -1.087
C -0.72 1.85 2.87  -0.343
C -1.32 2.89 3.60  -0.161
C -1.11 3.09 4.96  -0.244
C -0.28 2.22 5.65  -0.253
C 0.31 1.18 4.96  -0.204
C 0.11 0.96 3.59  -0.517
Si 1.03 -0.57 3.03  1.957
C 2.88 -0.33 3.21  -1.159
C 0.49 -1.95 4.17  -1.137
H -2.66 3.80 1.03  0.205
H -3.46 2.25 1.39  0.206
H -3.02 2.68 -0.28  0.247
H -0.02 4.18 1.18  0.196
H 0.16 3.60 -0.49  0.267
H 1.24 2.99 0.76  0.223
H -1.97 3.59 3.07  0.195
H -1.59 3.92 5.47  0.190
H -0.08 2.36 6.71  0.191
H 0.96 0.50 5.52  0.188
H 3.23 -0.78 4.14  0.222
H 3.15 0.72 3.21  0.244
H 3.39 -0.82 2.38  0.254
H 0.67 -1.69 5.22  0.218
H 1.05 -2.87 3.95  0.228
H -0.58 -2.15 4.06  0.234
O 0.68 -1.18 1.53  -0.923
C 1.39 -1.30 0.29  0.184
O 1.53 -0.12 -0.38  -0.767
C 1.75 -2.61 -0.18  -0.051
C 2.35 -3.57 0.65  -0.254
C 2.83 -4.77 0.15  -0.265
C 2.73 -5.04 -1.21  -0.271
C 2.04 -4.15 -2.03  -0.238
C 1.49 -2.97 -1.53  -0.161
S 0.29 -2.07 -2.45  -0.261
H 2.47 -3.33 1.71  0.190
H 3.31 -5.49 0.81  0.186
H 3.13 -5.96 -1.62  0.186
H 1.85 -4.40 -3.07  0.205
N -5.28 -3.44 2.02  -0.790
C -4.26 -2.80 1.34  0.214
C -4.49 -1.63 0.62  -0.310
C -3.45 -1.04 -0.05  0.113
N -2.20 -1.52 -0.06  -0.549
C -1.98 -2.62 0.66  0.118
C -2.96 -3.29 1.36  -0.314
H -6.20 -3.24 1.67  0.376
H -5.14 -4.43 2.17  0.375
H -5.48 -1.19 0.58  0.215
H -3.62 -0.15 -0.64  0.240
H -0.96 -3.00 0.65  0.237
H -2.71 -4.19 1.91  0.211

Values from the calculation:
- ΔE to the lowest compared entry with this formula, charge and spin: 65.1 kcal per mole
- HOMO: -0.753 eV
- Charge: -2
- LUMO level: 0.14182 hartree
- Molecular weight: 894.41 Da
- Max |F|: 2.46 eV Å⁻¹

# 3
This record from the OMol25 dataset describes a 2-piece molecular cluster, C7H12I2NO6P2 overall at a distorted geometry. The level of theory is ωB97M-V/def2-TZVPD.

Last column: natural (NBO) charge in e.
Positions of all 30 atoms, in Å:
C 2.29 -1.55 2.07  -0.665
C 2.62 -1.33 0.51  -0.325
I 2.62 -3.36 -0.38  0.098
C 1.50 -0.50 -0.29  -0.395
I 2.18 -0.12 -2.34  0.158
C 1.11 0.91 0.34  -0.058
C 0.01 1.20 1.20  -0.356
P -1.13 -0.20 1.76  0.148
P -2.81 -0.19 0.33  1.961
O -3.13 1.21 -0.20  -1.054
O -2.36 -1.18 -1.02  -1.005
O -4.13 -0.91 1.12  -0.935
C 0.00 2.77 1.52  0.769
O -0.56 3.42 2.43  -0.450
O 0.79 3.37 0.45  -0.491
C 1.77 2.37 0.16  0.757
O 2.99 2.51 -0.16  -0.484
H 1.23 -1.98 2.21  0.232
H 3.00 -2.36 2.50  0.259
H 2.42 -0.55 2.64  0.231
H 3.70 -0.95 0.33  0.262
H 0.55 -1.14 -0.36  0.254
H -1.66 0.10 3.08  0.110
H -2.04 -2.02 -0.59  0.514
H -4.75 -1.16 0.39  0.514
N -1.24 0.33 -3.54  -0.884
H -1.64 0.10 -4.46  0.449
H -1.75 -0.18 -2.81  0.474
H -0.24 0.05 -3.52  0.451
H -1.32 1.33 -3.38  0.459

Values from the calculation:
- HOMO: -12.297 eV
- Charge: +1
- LUMO level: -0.16436 hartree
- Molecular weight: 521.93 Da
- Max |F|: 6.28 eV Å⁻¹

# 4
This record from the OMol25 dataset describes a 2-piece molecular cluster, C5H11NO overall. The level of theory is ωB97M-V/def2-TZVPD.

Last column: natural (NBO) charge in e.
Positions of all 18 atoms, in Å:
C 2.24 -0.04 0.26  -0.145
C -2.61 -0.23 -0.67  -0.601
C 1.47 -1.21 -0.29  -0.621
C -2.02 0.22 0.66  -0.611
N 1.45 1.17 0.59  -0.639
C 2.33 1.27 -0.40  0.688
O 2.79 1.99 -1.23  -0.535
H 1.35 1.66 1.46  0.404
H 3.05 -0.30 0.94  0.195
H -2.00 -1.02 -1.11  0.197
H -2.65 0.60 -1.37  0.203
H -3.61 -0.62 -0.54  0.201
H 0.99 -1.77 0.52  0.213
H 0.70 -0.86 -0.97  0.220
H 2.14 -1.87 -0.83  0.222
H -1.96 -0.61 1.35  0.196
H -2.64 1.00 1.10  0.200
H -1.02 0.62 0.52  0.213

Values from the calculation:
- ΔE to the lowest compared entry with this formula, charge and spin: 52.1 kcal per mole
- Structure (SMILES): C[C@@H]1NC1=O.CC
- HOMO: -9.610 eV
- Charge: 0
- LUMO level: 0.03035 hartree
- Molecular weight: 101.15 Da
- Max |F|: 0.75 eV Å⁻¹

# 5
This record from the OMol25 dataset describes C30H20Cl6O5PTeTi as an isolated structure at a distorted geometry. The level of theory is ωB97M-V/def2-TZVPD.

Last column: natural (NBO) charge in e.
Positions of all 64 atoms, in Å:
Ti 0.46 -0.25 -0.40  1.190
Cl 2.76 -0.77 0.07  -0.529
C 1.04 1.68 -0.65  -0.337
C -0.29 1.66 -0.41  -0.205
C -0.94 2.87 -0.14  -0.084
Cl -2.63 2.97 0.21  0.033
C -0.18 4.03 -0.13  -0.092
Cl -0.91 5.55 0.25  0.017
C 1.22 4.01 -0.40  -0.085
Cl 2.13 5.47 -0.34  0.017
C 1.84 2.80 -0.67  -0.057
Cl 3.54 2.72 -0.97  0.022
O 0.08 -0.39 1.59  -1.076
P 1.05 -0.36 2.76  2.014
C 0.07 -0.30 4.27  -0.442
C 0.57 0.27 5.44  -0.124
C -0.18 0.23 6.61  -0.235
C -1.43 -0.37 6.61  -0.198
C -1.93 -0.94 5.45  -0.197
C -1.18 -0.91 4.29  -0.168
C 2.00 -1.88 2.93  -0.403
C 3.07 -2.00 3.80  -0.193
C 3.71 -3.22 3.95  -0.220
C 3.28 -4.32 3.22  -0.200
C 2.20 -4.20 2.35  -0.148
C 1.55 -2.98 2.21  -0.173
C 2.03 1.14 2.78  -0.439
C 1.27 2.31 2.80  -0.177
C 1.91 3.55 2.75  -0.207
C 3.29 3.61 2.71  -0.200
C 4.04 2.44 2.69  -0.160
C 3.42 1.21 2.71  -0.181
H 1.54 0.76 5.43  0.213
H 0.21 0.69 7.51  0.212
H -2.01 -0.39 7.52  0.212
H -2.90 -1.42 5.46  0.219
H -1.55 -1.37 3.38  0.240
H 3.40 -1.15 4.39  0.216
H 4.55 -3.31 4.62  0.211
H 3.78 -5.27 3.32  0.208
H 1.86 -5.05 1.78  0.213
H 0.73 -2.88 1.51  0.246
H 0.19 2.26 2.81  0.236
H 1.31 4.45 2.73  0.226
H 3.79 4.57 2.66  0.217
H 5.12 2.49 2.61  0.208
H 4.00 0.30 2.60  0.237
Te -2.41 -0.91 -1.17  -0.061
C -3.76 0.06 0.14  -0.234
C -4.97 0.57 -0.32  -0.259
C -5.88 1.16 0.55  -0.219
C -5.60 1.25 1.91  -0.255
C -4.40 0.75 2.38  -0.230
C -3.50 0.15 1.51  -0.188
H -5.18 0.54 -1.38  0.213
H -6.81 1.56 0.16  0.200
H -6.31 1.72 2.58  0.198
H -4.15 0.82 3.44  0.196
H -2.57 -0.24 1.88  0.194
O 2.07 -2.63 -2.77  -0.776
Cl 0.76 -2.16 -2.50  2.559
O -0.20 -2.68 -3.40  -0.776
O 0.74 -0.67 -2.53  -0.809
O 0.38 -2.42 -1.11  -0.829

Values from the calculation:
- HOMO: -3.887 eV
- Charge: -1
- LUMO level: 0.07828 hartree
- Molecular weight: 879.64 Da
- Max |F|: 1.34 eV Å⁻¹

# 6
This record from the OMol25 dataset describes a 2-piece molecular cluster, HN3S overall at a distorted geometry. The level of theory is ωB97M-V/def2-TZVPD.

Last column: natural (NBO) charge in e.
Positions of all 5 atoms, in Å:
N -0.72 0.72 0.46  0.265
N -1.77 1.01 0.63  -0.092
N 0.34 0.23 0.45  -0.556
S 1.18 -2.19 -1.20  -0.017
H 0.97 0.24 -0.34  0.399

Values from the calculation:
- ΔE to the lowest compared entry with this formula, charge and spin: 92.3 kcal per mole
- HOMO (spin up / spin down): -10.153 / -10.110 eV
- Charge: 0
- LUMO level (spin up / spin down): -0.11082 / -0.10984 hartree
- Molecular weight: 75.10 Da
- Max |F|: 6.62 eV Å⁻¹